Entry from the Open Molecules 2025 dataset: 7 unconnected molecules or ions with the total composition C50H105N2O16 (ωB97M-V with the def2-TZVPD basis set).

Results
Lowest unoccupied orbital energy = -3.378 eV
HOMO-LUMO gap = 6.9 eV
DFT total energy = -3280.93110 a.u.

```
! RIJCOSX wB97M-V def2-TZVPD def2/J DEFGRID3
* xyz 1 1
O 6.7377 -3.2558 -4.8320
O 9.5887 -1.9834 -0.3086
O 6.1704 -1.8981 -2.2624
O -5.8960 2.1019 3.3611
O 0.5920 -5.5067 -2.1408
O 2.6781 -7.2825 -1.0387
O -1.7103 6.7169 4.3315
O -9.0461 1.6818 -1.6748
O 7.7186 -6.4265 0.0354
O -4.9637 1.8046 1.3370
O 7.0530 -8.9534 -1.3235
O 1.0998 0.2281 -1.6534
O -8.8391 4.5624 -1.0286
O -12.2350 1.8046 -4.6914
O 8.0841 -0.7063 1.9140
O -14.9400 2.0565 -5.8612
N 0.6179 2.4762 3.6881
N -1.5869 8.1519 2.5660
C 8.1112 0.5257 1.2168
C -0.0534 1.0524 -1.6765
C 8.7528 -2.6624 0.6235
C 1.5750 -4.8050 -2.8832
C 1.2955 -7.5995 -1.1375
C 7.3370 -2.6698 -2.5557
C -7.9480 2.3078 -1.0299
C -0.1715 4.6510 3.1199
C 5.0154 -2.6993 -2.0910
C 2.9462 -6.3332 -0.0228
C 4.9111 1.4545 4.6868
C -0.5999 8.4064 1.5021
C -0.2106 3.2825 2.9780
C -7.8921 0.7429 2.6709
C 7.6960 -2.5853 -4.0219
C 6.1434 2.0079 3.9141
C 5.6810 -8.6961 -1.0701
C -3.6214 2.9741 2.8989
C 0.5588 0.9989 3.5143
C 1.5728 4.3607 4.7255
C -12.4030 0.3989 -4.6040
C -6.4876 0.7843 3.3327
C -10.2524 4.6797 -1.0523
C -9.1199 1.9846 -3.0595
C 3.9489 2.6271 4.9245
C 7.6916 -7.8392 -1.9271
C 0.7461 5.2014 4.0190
C 1.3074 -0.6351 1.7204
C -8.3890 3.4971 -0.2045
C -4.8821 2.2321 2.4609
C -2.4072 2.0223 2.6846
C 10.8194 -1.5698 0.2636
C 1.5076 2.9999 4.5542
C 1.7511 0.5667 2.5867
C -13.8826 2.9910 -6.0198
C -1.1870 2.6863 1.9636
C -1.0413 5.6156 2.3306
C 2.0460 -0.7706 0.3673
C -2.9440 8.3146 1.9810
C -15.5082 2.0832 -4.5631
C 7.6235 -1.7765 1.0957
C 0.6614 -6.9155 -2.3291
C 1.9682 0.4728 -0.5517
C -1.2584 0.3168 -1.0478
C -12.5325 2.3076 -5.9885
C -1.4510 6.8569 3.1520
C 5.8650 -2.3648 -5.5035
C 2.5017 2.1677 5.3507
C 7.7229 -7.0978 1.2840
C 8.5378 -7.0779 -0.9312
H -11.6243 -0.1134 -5.1793
H -8.2603 1.7401 2.4094
H 7.2041 -3.7120 -2.2468
H 4.8693 -3.3791 -2.9344
H 8.1536 -2.2446 -1.9675
H 2.0176 1.4598 2.0107
H -2.6666 1.1216 2.1186
H -0.6921 9.4673 1.2400
H 3.8383 3.1335 3.9518
H -11.7601 3.0453 -6.2294
H -10.0605 1.5927 -3.4412
H 1.5522 -1.5815 -0.1849
H 9.3376 -3.0380 1.4677
H 3.9900 -6.0318 -0.1122
H 1.2018 -7.1614 -3.2475
H -0.3919 0.6675 3.1068
H -1.2673 -0.6862 -1.4862
H 8.6666 0.4478 0.2792
H -13.9356 3.7755 -5.2590
H 6.9634 -6.6368 1.9154
H 5.7662 2.4382 2.9755
H 7.8101 -1.5425 -4.3322
H 8.6539 -3.0912 -4.1774
H -12.4840 1.5114 -6.7368
H 2.9750 0.6092 -0.9786
H 5.2581 1.0144 5.6290
H 5.0869 -3.2771 -1.1615
H -0.4811 5.8761 1.4203
H 0.4215 8.2892 1.8846
H 2.5769 -5.2014 -2.6958
H 7.0876 0.8623 1.0158
H 8.3235 -3.5235 0.1014
H 5.4009 -1.6593 -4.8087
H 6.9454 -2.3750 1.7135
H -8.6330 0.2916 3.3396
H -0.7801 7.8174 0.5874
H 0.6422 0.5474 4.5062
H -2.8945 9.1886 1.3229
H -6.6402 0.4869 4.3773
H -1.4630 3.4038 1.1944
H 3.0777 -1.0980 0.5449
H -1.9707 5.1524 1.9926
H 9.0916 -6.2983 -1.4650
H 8.6973 -6.9876 1.7715
H 2.3083 4.7744 5.4074
H -2.0563 1.7340 3.6842
H -7.5006 1.5652 -0.3612
H 9.2650 -7.7363 -0.4479
H -3.6945 3.2471 3.9554
H 10.6609 -0.9956 1.1800
H -0.6278 1.8676 1.4866
H -10.6202 5.0362 -0.0843
H 6.9034 1.2432 3.7475
H 1.3530 -4.8582 -3.9537
H -14.0156 3.4609 -6.9995
H 1.2242 -8.6830 -1.2736
H -5.8285 0.0342 2.8881
H -0.3666 -7.2752 -2.4357
H -2.1985 0.8509 -1.2262
H -3.6883 8.5389 2.7487
H -8.2937 1.5037 -3.5949
H -3.5011 3.8550 2.2643
H 2.3596 2.4204 6.4094
H 8.6038 1.2628 1.8506
H -7.8617 0.1270 1.7656
H 0.2198 -0.6667 1.5673
H -12.3063 0.1144 -3.5566
H 0.7672 -7.3399 -0.2154
H -16.0629 3.0146 -4.4103
H -7.5242 3.8699 0.3561
H 5.2818 -9.5208 -0.4814
H 7.4870 -8.1584 1.1696
H 0.1032 2.0537 -1.2472
H 4.4322 0.7148 4.0352
H -9.0950 3.0632 -3.2344
H -16.2007 1.2466 -4.4839
H -1.1076 0.2315 0.0376
H 5.1289 -8.6372 -2.0124
H 11.3300 -0.9376 -0.4614
H -9.1601 3.2092 0.5169
H -3.1965 7.4345 1.3687
H -10.7298 3.7284 -1.2999
H 6.4069 -1.8142 -6.2793
H 2.3743 1.0938 5.2341
H 2.7944 -6.7809 0.9655
H 6.5241 2.8624 4.4907
H 0.8393 6.2723 4.1721
H -7.1887 2.6059 -1.7593
H 5.5476 -7.7686 -0.5087
H -13.3878 0.0898 -4.9619
H 1.5479 -3.7607 -2.5721
H 5.0821 -2.9560 -5.9767
H 7.0569 -1.3938 0.2402
H 2.3146 -5.4462 -0.1260
H 1.5442 -1.5449 2.2934
H 1.7321 1.4064 -0.0223
H 2.5709 0.2716 3.2446
H -10.5146 5.4109 -1.8155
H 4.1522 -2.0352 -2.0244
H 6.9564 -7.1735 -2.3898
H 8.3395 -8.2291 -2.7187
H 11.4493 -2.4386 0.4779
H -0.3150 1.2128 -2.7327
H 4.3457 3.3957 5.5976
H -14.7430 1.9799 -3.7891
*
```

***

Entry from the Open Molecules 2025 dataset: 5 unconnected molecules or ions with the total composition C50H108N2O4S (ωB97M-V with the def2-TZVPD basis set).

Results
Lowest unoccupied orbital energy = 0.451 eV
HOMO-LUMO gap = 8.9 eV
DFT total energy = -2778.51536 a.u.

```
! RIJCOSX wB97M-V def2-TZVPD def2/J DEFGRID3
* xyz 0 1
S -1.0755 2.8657 -1.2161
O 5.4389 -2.0706 0.9959
O 0.6501 0.8230 -1.7205
O 6.3835 -3.9219 1.9696
O 1.5858 1.9281 0.0885
N -3.5525 -1.4897 -3.0904
N 3.3421 -0.3793 0.3613
C 2.7533 -0.6793 4.2396
C -10.4325 3.2055 -5.6984
C -0.2832 -6.6790 1.5220
C -1.0521 -2.4364 0.7700
C -4.0280 1.6885 1.1756
C -2.1552 -8.1930 4.3917
C -1.7772 2.2427 -4.1827
C 1.5300 1.3551 7.1263
C 5.2679 -1.7380 -0.3821
C 8.1784 2.6626 -2.7132
C 8.2681 3.0911 -4.1784
C 2.0458 2.4644 -3.9609
C -9.2420 1.6321 -2.5093
C 3.6060 -0.1979 5.4095
C 0.1472 -6.6417 2.9863
C -0.7873 1.3210 -3.4762
C 2.1267 4.5404 2.1016
C 5.7006 3.2042 -2.3906
C -0.9842 -2.5351 2.2874
C -3.2490 2.2083 -3.7284
C -0.9916 -8.8538 3.6543
C -8.0268 2.0921 -1.7101
C 0.3270 -2.1708 0.1685
C 2.6138 3.1137 1.8929
C 1.7872 0.9967 -0.9398
C 2.0688 -0.3756 -0.3495
C -9.0909 3.4702 -5.0205
C -3.0964 2.6887 1.7926
C -2.3161 -0.1929 1.0926
C 6.8052 2.1569 -2.2784
C -3.7570 -0.2737 -3.8896
C -8.8875 1.1507 -3.9157
C -3.6978 0.4077 0.9320
C -3.6770 0.9534 -2.9962
C -2.1570 -1.4875 0.2772
C 1.6898 -0.1644 7.1290
C -5.3812 2.2300 0.8429
C 8.7942 0.7819 -5.1336
C 4.5123 -0.4369 -0.4954
C -8.2522 2.2094 -4.8186
C 0.9355 -0.8456 0.5805
C 2.7021 2.7443 0.4141
C -1.8689 -7.9302 5.8676
C 6.4693 -2.9276 1.2283
C 0.0690 1.9344 -2.3616
C 3.0897 -0.6647 6.7693
C 1.0523 2.9544 -2.9020
C 7.8883 2.0094 -5.1885
C 2.4170 2.0618 8.1477
C 0.2947 -8.0275 3.6115
H -5.8155 2.7775 1.6755
H 2.7048 -1.7709 4.2179
H 0.4851 1.5929 7.3417
H 2.2474 3.1392 8.1278
H -2.1711 -0.3645 2.1537
H 0.4927 3.7646 -3.3524
H -10.2883 2.7426 -6.6767
H -8.5182 4.1713 -5.6328
H 1.3802 -0.9246 1.5675
H -0.5652 -6.0424 3.5605
H -2.9790 0.7685 -2.1848
H -4.7398 -0.2827 -4.3559
H -4.4867 -0.2518 0.5964
H -8.0521 1.7567 -5.7949
H 2.6533 1.2876 -1.5381
H 1.1356 4.6496 1.6745
H 6.8491 1.7028 -5.0395
H 7.9385 2.4402 -6.1914
H 9.8339 1.0587 -5.3190
H 6.8719 1.8369 -1.2342
H 0.1807 -0.0707 0.6056
H 3.6725 0.8935 5.3862
H 2.1189 -1.0633 -1.2031
H -2.1458 2.2462 2.0568
H 8.7445 0.2859 -4.1631
H 6.5216 1.2704 -2.8541
H 1.4294 -0.5469 8.1208
H -4.0717 -2.2584 -3.4845
H -0.5593 -1.6594 2.7616
H -3.5637 3.1221 2.6701
H 8.4581 3.5135 -2.0846
H -1.9045 -1.2002 -0.7423
H -4.6277 1.1452 -2.5131
H 1.7324 1.7537 6.1282
H -0.7703 -9.8144 4.1298
H 3.3375 -1.1412 1.0219
H 3.4761 1.8938 7.9476
H -2.7362 -7.4850 6.3567
H 2.0232 4.7517 3.1603
H 4.7807 -2.5446 -0.9253
H -9.9752 2.4416 -2.5588
H 1.1084 -6.1257 3.0560
H 5.9348 4.0886 -1.7947
H 8.9216 1.8862 -2.5124
H 1.0499 -8.5896 3.0536
H -11.0635 2.5454 -5.1018
H -7.2757 2.4947 -4.4161
H -2.9731 -0.2123 -4.6393
H 1.5098 2.2209 -4.8735
H -2.4297 -7.2557 3.9001
H -3.4832 3.0845 -3.1364
H -9.7887 0.7552 -4.3924
H -3.8677 2.3026 -4.6205
H -3.8723 -1.3386 -2.1462
H -2.9082 3.4889 1.0778
H 3.6320 2.2285 0.2136
H -1.6397 0.5636 0.7179
H 1.7333 -0.2946 4.2981
H -1.7585 1.9898 -5.2376
H -9.7282 0.8117 -1.9754
H -3.0292 -8.8445 4.3121
H -0.4801 -3.4412 2.6047
H 8.5022 0.0523 -5.8898
H 0.6925 -7.9174 4.6241
H 7.6334 3.9664 -4.3429
H -3.1014 -2.0160 0.2026
H -10.9813 4.1364 -5.8465
H 4.7500 2.8005 -2.0349
H -5.2483 2.9668 0.0527
H 0.4368 -7.2377 0.9206
H 1.8692 2.4525 2.3242
H -1.0310 -7.2447 6.0007
H 3.1774 -0.3412 3.2920
H 3.0826 -1.7588 6.7900
H -8.1961 0.3053 -3.8360
H 0.9590 -0.5976 6.4405
H 2.7122 3.2776 -4.2186
H -9.2575 3.9700 -4.0626
H 1.6033 3.4212 -2.0931
H 2.2032 1.7078 9.1581
H -7.2955 1.2865 -1.6156
H -1.3079 -9.0912 2.6348
H 3.5466 2.9179 2.4101
H 2.8028 5.2553 1.6468
H 5.5564 3.5214 -3.4248
H 0.3196 -2.2845 -0.9109
H 7.4212 -2.6481 0.7511
H 4.2387 -0.3213 -1.5410
H -1.2624 -7.1443 1.4007
H -7.5333 2.9436 -2.1814
H 6.2474 -1.5993 -0.8438
H 4.6257 -0.5695 5.2796
H 3.7991 -0.3559 7.5422
H -8.3198 2.3983 -0.7049
H -6.0542 1.4466 0.5232
H 5.2106 0.3552 -0.2296
H -0.0634 0.9869 -4.2138
H -1.3148 -3.4309 0.4110
H -1.2333 0.4198 -3.0731
H -1.4357 3.2713 -4.1442
H 0.9632 -2.9722 0.5513
H -2.0054 -2.6139 2.6588
H -0.6795 2.3317 -0.0586
H 9.2913 3.4220 -4.3804
H 2.5981 1.5739 -3.6848
H -0.3466 -5.6678 1.1153
H 2.6450 3.6660 -0.1674
H -1.6314 -8.8600 6.3883
*
```